1.
# C28H77N7O7

A cluster of 7 separate species, C28H77N7O7 in total at a distorted geometry (ωB97M-V/def2-TZVPD, the Open Molecules 2025 dataset).

The structure (SMILES) is COC[C@H](C)N.COC[C@H](C)N.COC[C@H](C)N.COC[C@H](C)N.COC[C@H](C)N.COC[C@H](C)N.COC[C@H](C)N. The calculation puts the energy above the lowest of the compared OMol25 structures with the same formula, charge and spin at 478.45 kJ/mol. As for the LUMO energy: 0.531 eV. Its net charge is 0. As for the total energy: -55040.1766 eV.

The geometry in XYZ format:
```
119
C28H77N7O7 | the Open Molecules 2025 dataset | ωB97M-V/def2-TZVPD
C 3.543 -8.383 6.891
O 2.503 -8.647 5.870
C 1.783 -7.454 5.665
C 0.427 -7.881 5.050
C -0.387 -6.698 4.691
N -0.376 -8.706 5.935
H 3.101 -8.449 7.885
H 3.937 -7.369 6.838
H 4.412 -9.027 6.757
H 1.609 -6.971 6.626
H 2.366 -6.885 4.940
H 0.611 -8.543 4.204
H -0.633 -6.006 5.496
H -1.364 -6.948 4.277
H 0.177 -6.140 3.943
H -0.619 -8.136 6.733
H 0.194 -9.425 6.357
C -2.386 11.720 5.921
O -1.045 12.120 5.721
C -0.187 11.329 6.495
C 1.291 11.707 6.249
C 1.655 11.382 4.775
N 2.202 10.980 7.113
H -2.586 11.735 6.992
H -2.470 10.658 5.689
H -3.121 12.371 5.447
H -0.404 11.261 7.560
H -0.376 10.292 6.215
H 1.334 12.775 6.463
H 2.692 11.650 4.572
H 0.913 11.869 4.142
H 1.608 10.306 4.608
H 1.741 10.106 7.321
H 2.978 10.560 6.622
C 1.299 -4.700 -3.891
O 1.057 -3.442 -4.529
C 1.862 -3.010 -5.547
C 1.180 -1.836 -6.226
C -0.110 -2.168 -7.077
N 2.137 -1.276 -7.132
H 1.376 -5.459 -4.670
H 0.414 -4.964 -3.312
H 2.247 -4.783 -3.360
H 2.798 -2.694 -5.087
H 2.024 -3.794 -6.287
H 0.899 -0.977 -5.616
H 0.051 -2.707 -8.010
H -0.583 -1.260 -7.450
H -0.843 -2.674 -6.448
H 3.024 -1.160 -6.662
H 1.820 -0.327 -7.268
C -8.630 -5.321 0.155
O -7.646 -5.721 -0.704
C -6.979 -6.936 -0.404
C -5.671 -7.204 -1.267
C -5.838 -7.069 -2.723
N -5.144 -8.563 -1.030
H -8.874 -4.292 -0.109
H -8.333 -5.431 1.198
H -9.567 -5.849 -0.019
H -6.770 -6.943 0.665
H -7.682 -7.766 -0.479
H -4.942 -6.443 -0.989
H -5.022 -7.537 -3.273
H -5.731 -6.000 -2.907
H -6.813 -7.406 -3.075
H -5.753 -9.215 -1.502
H -5.206 -8.744 -0.038
C -2.311 3.908 2.681
O -2.146 3.135 1.513
C -1.001 2.237 1.492
C -1.064 1.473 0.159
C -2.234 0.394 0.070
N 0.123 0.654 -0.017
H -1.455 4.574 2.789
H -2.385 3.252 3.549
H -3.223 4.503 2.626
H -0.132 2.895 1.496
H -0.941 1.642 2.403
H -1.137 2.295 -0.554
H -2.223 -0.496 0.698
H -2.319 -0.031 -0.930
H -3.219 0.834 0.221
H -0.202 0.029 -0.741
H 0.272 0.055 0.783
C -0.154 5.027 -8.314
O -0.207 4.207 -9.526
C -0.915 4.925 -10.505
C -0.879 4.194 -11.929
C 0.513 4.099 -12.395
N -1.562 5.004 -12.853
H -0.040 6.109 -8.379
H 0.738 4.735 -7.761
H -0.992 4.980 -7.618
H -1.952 5.096 -10.214
H -0.535 5.945 -10.568
H -1.193 3.153 -11.850
H 1.165 3.682 -11.628
H 0.971 5.023 -12.749
H 0.603 3.451 -13.267
H -1.104 5.904 -12.809
H -1.362 4.652 -13.778
C 6.889 0.928 6.401
O 5.897 1.209 5.421
C 5.824 0.338 4.288
C 5.703 -1.156 4.607
C 5.837 -2.014 3.343
N 4.433 -1.334 5.245
H 7.127 1.804 7.004
H 7.865 0.698 5.973
H 6.568 0.177 7.123
H 5.074 0.760 3.620
H 6.840 0.457 3.911
H 6.539 -1.381 5.269
H 6.060 -3.070 3.498
H 6.702 -1.789 2.720
H 4.935 -2.018 2.731
H 4.734 -2.063 5.875
H 4.299 -0.565 5.885
```

***

2.
# C10H24CoN6O7

A structure of composition C10H24CoN6O7 at a distorted geometry (ωB97M-V/def2-TZVPD, the Open Molecules 2025 dataset).

As for the spin multiplicity: 4. The calculation puts the energy above the lowest of the compared OMol25 structures with the same formula, charge and spin at 55.60 kJ/mol. Its expectation value of S² is 3.957. As for the LUMO energy (spin up / spin down): -0.010 / -1.592 eV. Its net charge is 0. As for the total energy: -71648.2929 eV.

The geometry in XYZ format:
```
48
C10H24CoN6O7 | the Open Molecules 2025 dataset | ωB97M-V/def2-TZVPD
O 0.582 2.839 -2.345
H 1.410 3.286 -2.404
Co 0.222 0.504 -0.165
N 0.617 -1.361 -0.638
N -0.804 0.458 -1.648
N 0.656 0.118 1.636
N -0.558 1.959 0.569
O 1.041 -2.345 0.098
O 1.116 -0.998 2.194
O -1.532 2.647 0.048
O -1.816 1.195 -1.890
C -0.564 -0.590 -2.478
C 0.234 -1.630 -1.910
C 0.399 1.127 2.492
C -0.283 2.198 1.869
C 0.490 -2.943 -2.562
H -0.385 -3.608 -2.516
H 1.345 -3.426 -2.078
H 0.723 -2.757 -3.614
C -1.344 -0.612 -3.744
H -1.010 0.205 -4.398
H -2.416 -0.458 -3.540
H -1.203 -1.564 -4.267
C 0.634 0.964 3.942
C -0.912 3.351 2.554
H 1.295 0.109 4.113
H -0.313 0.799 4.474
H 1.094 1.877 4.333
H -1.123 4.152 1.831
H -0.219 3.725 3.323
H -1.861 3.078 3.052
H 1.227 -1.649 1.338
H -1.611 2.185 -0.938
C 1.703 1.076 -0.745
H 2.139 0.081 -1.084
H 1.953 0.925 0.447
H 2.260 2.060 -1.179
O 3.644 -3.122 -0.543
H 4.377 -2.783 -0.058
H 2.853 -2.819 -0.144
N -1.818 -2.895 1.185
C -2.408 -1.672 1.334
N -3.455 -1.706 2.211
O -2.028 -0.621 0.745
H -1.959 -3.564 1.902
H -0.859 -2.880 0.761
H -4.075 -0.871 2.185
H -3.904 -2.575 2.376
```

***

3.
# C35H58FN2O17P

A cluster of 5 separate species, C35H58FN2O17P in total at a distorted geometry (ωB97M-V/def2-TZVPD, the Open Molecules 2025 dataset).

The structure (SMILES) is CCCNC1=C(F)C(=O)c2c(ccc(NCCC)c2CCCP(=O)(OCC)OCC)C1=O.COC(=O)OC.COC(=O)OC.COC(=O)OC.COC(=O)OC. As for the LUMO energy: -0.919 eV. Its net charge is 0. As for the total energy: -87031.4678 eV.

The geometry in XYZ format:
```
114
C35H58FN2O17P | the Open Molecules 2025 dataset | ωB97M-V/def2-TZVPD
C 7.929 2.981 -2.346
C 8.392 4.242 -1.582
C 7.295 5.287 -1.352
N 6.841 5.397 0.053
C 5.554 4.840 0.282
C 5.354 3.540 0.502
F 6.350 2.659 0.523
C 4.004 2.998 0.824
O 3.913 2.049 1.561
C 2.858 3.739 0.227
C 3.059 5.112 0.016
C 2.033 5.894 -0.491
C 0.817 5.308 -0.798
C 0.602 3.936 -0.629
N -0.643 3.403 -0.996
C -1.439 2.753 0.057
C -2.904 3.117 -0.027
C -3.671 2.399 1.073
C 1.642 3.127 -0.117
C 1.451 1.629 0.014
C 1.155 0.993 -1.366
C 1.598 -0.473 -1.453
P 0.417 -1.733 -0.884
O 0.474 -2.875 -1.817
O 0.643 -2.170 0.625
C 1.986 -2.271 1.136
C 2.902 -3.159 0.314
O -1.042 -1.090 -0.903
C -1.593 -0.900 -2.226
C -2.500 0.317 -2.238
C 4.370 5.743 0.326
O 4.481 6.915 0.569
H 8.242 2.078 -1.826
H 6.842 2.937 -2.382
H 8.342 2.930 -3.349
H 8.807 3.929 -0.625
H 9.208 4.694 -2.141
H 6.426 5.103 -1.982
H 7.687 6.263 -1.636
H 7.473 4.905 0.673
H 2.178 6.953 -0.640
H 0.023 5.942 -1.170
H -1.199 4.111 -1.454
H -1.028 2.945 1.049
H -1.381 1.668 -0.082
H -3.050 4.193 0.099
H -3.305 2.865 -1.009
H -3.781 1.333 0.880
H -3.154 2.503 2.027
H -4.674 2.796 1.216
H 0.659 1.392 0.722
H 2.356 1.168 0.386
H 0.106 1.116 -1.601
H 1.712 1.563 -2.110
H 2.535 -0.571 -0.904
H 1.828 -0.730 -2.483
H 1.928 -2.723 2.123
H 2.419 -1.281 1.272
H 3.208 -2.704 -0.625
H 2.434 -4.113 0.089
H 3.802 -3.319 0.907
H -0.802 -0.758 -2.958
H -2.167 -1.784 -2.490
H -1.952 1.232 -2.456
H -3.219 0.181 -3.045
H -3.038 0.422 -1.299
C -2.577 1.237 -8.280
O -3.091 0.615 -7.100
C -3.811 -0.484 -7.333
O -4.044 -0.958 -8.413
O -4.226 -0.963 -6.162
C -5.015 -2.153 -6.257
H -2.019 2.107 -7.946
H -1.913 0.560 -8.813
H -3.389 1.553 -8.933
H -4.441 -2.957 -6.712
H -5.921 -1.967 -6.831
H -5.277 -2.425 -5.239
C 1.569 -5.943 7.658
O 0.490 -6.053 6.727
C 0.610 -5.274 5.655
O 1.520 -4.520 5.428
O -0.451 -5.471 4.874
C -0.446 -4.686 3.682
H 1.340 -6.625 8.471
H 2.509 -6.232 7.192
H 1.641 -4.927 8.043
H 0.418 -4.924 3.062
H -0.452 -3.625 3.928
H -1.351 -4.931 3.132
C -5.385 -6.681 -1.260
O -4.437 -6.253 -0.283
C -3.334 -5.698 -0.798
O -3.112 -5.547 -1.971
O -2.542 -5.345 0.207
C -1.301 -4.734 -0.192
H -6.219 -7.106 -0.708
H -5.734 -5.838 -1.854
H -4.953 -7.440 -1.909
H -1.487 -3.830 -0.755
H -0.708 -5.425 -0.786
H -0.766 -4.494 0.721
C -3.092 -1.518 5.325
O -3.259 -0.157 4.928
C -4.150 0.528 5.644
O -4.815 0.103 6.550
O -4.160 1.776 5.177
C -5.063 2.659 5.846
H -2.346 -1.941 4.658
H -2.732 -1.576 6.350
H -4.023 -2.070 5.221
H -4.800 2.753 6.898
H -6.088 2.307 5.747
H -4.960 3.624 5.359
```